No. 1
This record from OMol25 describes a cluster of 7 separate species, C22H34Br12O4 in total at a distorted geometry. The level of theory is ωB97M-V with the def2-TZVPD basis set.

Properties
- Energy: -872065.261 eV
- Maximum force: 0.02409 Eh/bohr
- Highest occupied orbital energy: -0.3395 hartree
- Multiplicity: 1
- Kohn-Sham gap: 9.50 eV
- Charge: 0
- Structure (SMILES): COC(=O)OCC(=O)c1ccccc1.BrCCBr.BrCCBr.BrCCBr.BrCCBr.BrCCBr.BrCCBr

Positions of all 72 atoms, in Å:
C -2.232 1.826 -0.762
O -3.042 1.786 -1.937
C -3.627 0.607 -2.194
O -4.801 0.540 -2.380
O -2.828 -0.478 -2.332
C -2.653 -1.243 -1.133
C -1.185 -1.557 -0.910
O -0.810 -1.692 0.234
C -0.233 -1.726 -2.038
C -0.577 -2.456 -3.171
C 0.373 -2.608 -4.168
C 1.635 -2.042 -4.043
C 1.946 -1.288 -2.922
C 1.013 -1.127 -1.909
H -1.940 2.850 -0.560
H -1.307 1.258 -0.900
H -2.721 1.426 0.127
H -2.991 -0.709 -0.249
H -3.209 -2.183 -1.166
H -1.559 -2.904 -3.248
H 0.100 -3.203 -5.042
H 2.351 -2.202 -4.837
H 2.926 -0.843 -2.802
H 1.253 -0.553 -1.025
Br -5.149 2.365 1.397
C -6.397 1.499 0.174
C -7.823 1.825 0.519
Br -8.438 0.827 2.074
H -6.185 0.436 0.209
H -6.143 1.881 -0.811
H -8.484 1.529 -0.292
H -7.972 2.877 0.743
Br 3.109 -0.615 0.616
C 1.918 -0.743 2.149
C 1.716 0.598 2.804
Br 3.254 1.131 3.876
H 2.342 -1.486 2.816
H 0.975 -1.114 1.749
H 0.883 0.560 3.504
H 1.549 1.394 2.084
Br 6.014 0.174 -1.376
C 7.050 -0.555 0.098
C 7.599 -1.917 -0.229
Br 6.226 -3.291 -0.128
H 6.397 -0.557 0.967
H 7.860 0.153 0.256
H 8.352 -2.208 0.501
H 8.023 -1.970 -1.227
Br 3.898 3.566 0.401
C 3.340 5.067 1.500
C 2.165 4.678 2.356
Br 0.512 4.611 1.328
H 3.132 5.897 0.832
H 4.196 5.311 2.124
H 1.985 5.418 3.133
H 2.291 3.700 2.812
Br 0.260 2.667 5.727
C -1.385 3.705 5.852
C -1.515 4.656 4.694
Br -0.347 6.197 4.898
H -1.370 4.208 6.813
H -2.191 2.974 5.837
H -2.522 5.064 4.640
H -1.261 4.195 3.744
Br -0.223 -5.371 -5.202
C -0.152 -7.153 -4.416
C -0.889 -7.191 -3.105
Br 0.133 -6.342 -1.684
H 0.897 -7.413 -4.321
H -0.625 -7.816 -5.138
H -1.039 -8.218 -2.781
H -1.847 -6.682 -3.148


No. 2
This record from OMol25 describes a cluster of 2 separate species, C6H11O in total at a distorted geometry. The level of theory is ωB97M-V with the def2-TZVPD basis set.

Properties
- Energy: -8440.193 eV
- Maximum force: 0.06720 Eh/bohr
- Highest occupied orbital energy (spin up / spin down): 0.0598 / 0.0320 hartree
- Energy above the lowest of the compared OMol25 structures with the same formula, charge and spin: 49.5 kcal per mole
- Multiplicity: 2
- Kohn-Sham gap (spin up / spin down): 5.21 / 5.90 eV
- Charge: -2

Positions of all 18 atoms, in Å:
C -2.367 -0.461 -0.304
O -3.590 -0.769 0.212
C -1.471 0.429 0.593
C 1.902 -0.434 -1.419
C 2.045 0.416 -0.296
C 2.652 1.557 0.116
C 1.580 -0.683 0.636
H -1.797 -1.373 -0.608
H -2.473 0.158 -1.236
H -2.129 1.277 0.832
H -1.268 -0.039 1.561
H 0.901 -0.591 -1.815
H -0.573 0.802 0.103
H 2.727 1.805 1.168
H 3.222 2.097 -0.635
H 1.584 -0.333 1.705
H 0.646 -1.175 0.390
H 2.281 -1.516 0.747


No. 3
This record from OMol25 describes the molecule C5H12N2 at a distorted geometry. The level of theory is ωB97M-V with the def2-TZVPD basis set.

Properties
- Energy: -8355.571 eV
- Maximum force: 0.11132 Eh/bohr
- Highest occupied orbital energy: -0.3107 hartree
- Energy above the lowest of the compared OMol25 structures with the same formula, charge and spin: 105.3 kcal per mole
- Multiplicity: 1
- Kohn-Sham gap: 9.64 eV
- Charge: 0
- Structure (SMILES): CC(C)N1CN1C

Positions of all 19 atoms, in Å:
C 1.010 0.623 -1.812
C -0.169 0.638 -0.750
C -0.250 1.956 0.015
N 0.332 -0.378 0.161
C -0.266 -1.839 -0.214
N -0.679 -1.071 0.914
C -0.552 -1.433 2.302
H 1.825 1.405 -1.734
H 1.534 -0.396 -1.873
H 0.700 0.851 -2.863
H -1.259 0.419 -1.030
H -0.893 2.532 -0.461
H 0.690 2.306 0.071
H -0.608 1.552 0.967
H 0.532 -2.724 -0.116
H -0.809 -2.042 -1.074
H 0.464 -1.819 2.351
H -0.627 -0.568 2.867
H -1.120 -2.331 2.520


What did the second record say?
This record from OMol25 describes a cluster of 2 separate species, C6H11O in total at a distorted geometry. The level of theory is ωB97M-V with the def2-TZVPD basis set.

Properties
- Energy: -8440.193 eV
- Maximum force: 0.06720 Eh/bohr
- Highest occupied orbital energy (spin up / spin down): 0.0598 / 0.0320 hartree
- Energy above the lowest of the compared OMol25 structures with the same formula, charge and spin: 49.5 kcal per mole
- Multiplicity: 2
- Kohn-Sham gap (spin up / spin down): 5.21 / 5.90 eV
- Charge: -2

Positions of all 18 atoms, in Å:
C -2.367 -0.461 -0.304
O -3.590 -0.769 0.212
C -1.471 0.429 0.593
C 1.902 -0.434 -1.419
C 2.045 0.416 -0.296
C 2.652 1.557 0.116
C 1.580 -0.683 0.636
H -1.797 -1.373 -0.608
H -2.473 0.158 -1.236
H -2.129 1.277 0.832
H -1.268 -0.039 1.561
H 0.901 -0.591 -1.815
H -0.573 0.802 0.103
H 2.727 1.805 1.168
H 3.222 2.097 -0.635
H 1.584 -0.333 1.705
H 0.646 -1.175 0.390
H 2.281 -1.516 0.747


Question: What is the energy in the first record?
Answer: -872065.261 eV


Question: charge of number 2 (C6H11O)?
Answer: -2